Record 1
Below is a 10-piece molecular cluster, C78H160F24N8O18P2S8 overall in a non-equilibrium geometry, with properties calculated with wB97M-V/def2-TZVPD.

Values from the calculation:
Orbital gap   7.45 eV
Highest occupied orbital energy   -11.051 eV
Total energy   -11124.16180 hartree

Geometry as ORCA input:
```
! RIJCOSX wB97M-V def2-TZVPD def2/J DEFGRID3
* xyz 2 1
C 1.67677 1.22412 -12.25303
C 2.54058 1.67558 -11.13187
C 1.83874 1.62987 -9.73940
C 2.90411 1.66994 -8.61378
N 2.22314 1.61218 -7.21492
C 3.30288 1.84497 -6.12287
C 3.71771 3.26740 -6.10215
C 2.52889 4.09455 -6.63337
C 1.44096 2.88347 -6.88545
C 1.55209 0.23489 -6.87662
C 2.44143 -0.91800 -7.15627
C 1.97565 -2.26138 -6.53883
H 0.61656 1.47674 -12.23733
H 1.74011 0.13718 -12.20162
H 2.14704 1.53290 -13.18662
H 2.71698 2.74496 -11.24761
H 3.50120 1.16161 -11.09796
H 1.41927 0.62433 -9.70709
H 0.92536 2.22442 -9.72046
H 3.51221 2.57400 -8.64539
H 3.53985 0.78465 -8.60012
H 2.83313 1.68215 -5.15286
H 4.17169 1.19389 -6.21963
H 3.95030 3.43081 -5.04987
H 4.64938 3.57885 -6.57446
H 2.14768 4.79331 -5.88872
H 2.76180 4.64207 -7.54665
H 0.99940 2.60819 -5.92766
H 0.69837 3.19082 -7.62179
H 0.70341 0.09282 -7.54569
H 1.15555 0.28390 -5.86250
H 3.48892 -0.71816 -6.93060
H 2.45087 -1.05584 -8.23748
H 2.68777 -2.71057 -5.84657
H 1.84719 -2.87610 -7.42974
H 0.99175 -2.12780 -6.08918
C 4.99582 -6.40355 -0.08376
C 4.86934 -7.69664 -0.87308
C 5.71944 -7.93465 -2.16862
C 5.19035 -7.17467 -3.41680
N 5.67120 -7.64344 -4.82564
C 4.99690 -6.73745 -5.93961
C 3.60022 -7.40597 -6.15889
C 4.06379 -8.82132 -6.26339
C 5.04899 -9.11693 -5.14927
C 7.24971 -7.76883 -4.85441
C 8.01150 -6.39205 -4.79796
C 9.36354 -6.39451 -5.52257
H 5.45410 -5.55534 -0.59232
H 5.69524 -6.57750 0.73395
H 4.00495 -6.11637 0.26811
H 3.82991 -7.96671 -1.05954
H 5.19797 -8.46652 -0.17495
H 5.92720 -8.98448 -2.37548
H 6.69088 -7.54444 -1.86505
H 5.35566 -6.09774 -3.44826
H 4.14658 -7.48867 -3.40943
H 5.68058 -6.77912 -6.78752
H 5.04560 -5.68102 -5.67563
H 3.21054 -7.06774 -7.11903
H 2.89172 -7.07843 -5.39807
H 4.33167 -8.99563 -7.30549
H 3.21186 -9.48556 -6.11813
H 5.86955 -9.74440 -5.49721
H 4.64514 -9.59123 -4.25482
H 7.35268 -8.11087 -5.88422
H 7.58855 -8.56516 -4.19173
H 8.22629 -6.20559 -3.74573
H 7.43401 -5.51916 -5.10238
H 8.93508 -6.16560 -6.49834
H 9.87142 -7.35884 -5.50743
H 10.01066 -5.56246 -5.24507
C 10.18290 -2.78589 5.20990
C 9.02823 -1.87847 4.57536
C 8.23957 -2.46467 3.34916
C 8.15489 -1.55579 2.13013
P 6.99918 -0.11592 2.13143
C 6.63434 0.41303 0.44134
C 5.79682 -0.51403 -0.53758
C 5.71725 -0.12960 -2.02110
C 5.20951 1.26039 -2.44352
C 7.67015 1.28798 2.97171
C 8.95852 1.74055 2.33192
C 9.54146 3.10160 2.96832
C 9.94751 3.02465 4.44947
C 5.57881 -0.82347 3.04278
C 5.02865 -2.19392 2.48878
C 3.87148 -2.80026 3.21931
C 3.38314 -4.03565 2.33883
H 10.97809 -2.24311 5.72096
H 10.50733 -3.35829 4.34088
H 9.71079 -3.52455 5.85764
H 9.63442 -1.03980 4.23295
H 8.35120 -1.66787 5.40323
H 7.29976 -2.65870 3.86609
H 8.68193 -3.42591 3.08758
H 7.69777 -2.10523 1.30719
H 9.11722 -1.16397 1.80072
H 7.60581 0.42133 -0.05290
H 6.39166 1.47211 0.52826
H 4.80446 -0.52074 -0.08670
H 6.26876 -1.48390 -0.38036
H 4.99009 -0.87530 -2.34246
H 6.61803 -0.46412 -2.53568
H 5.77734 2.11676 -2.07979
H 4.26199 1.44729 -1.93817
H 5.05381 1.34032 -3.51938
H 7.91746 1.21096 4.03049
H 6.92491 2.07414 2.85062
H 8.86633 1.93688 1.26372
H 9.77839 1.03772 2.48005
H 8.69369 3.78272 3.04219
H 10.32547 3.47088 2.30721
H 9.15357 2.70688 5.12533
H 10.27954 3.97131 4.87571
H 10.81271 2.36767 4.53846
H 4.66029 -0.23943 2.98510
H 5.99764 -0.91430 4.04499
H 5.78302 -2.96633 2.33906
H 4.87783 -2.09367 1.41393
H 3.03805 -2.09847 3.18780
H 4.09686 -3.20053 4.20779
H 2.89702 -3.87449 1.37663
H 2.59590 -4.49194 2.93896
H 4.18024 -4.76178 2.17921
C -9.76562 6.88791 7.93528
C -8.48124 6.77479 7.01288
C -8.73011 5.91955 5.73770
C -7.59785 5.90318 4.72168
P -7.54020 7.22998 3.40326
C -8.92572 7.10151 2.25624
C -10.37046 7.64404 2.74823
C -11.52490 7.16215 1.89163
C -11.80814 5.61728 1.94461
C -6.07583 7.00957 2.40053
C -5.91398 5.53186 1.97938
C -4.71038 5.22197 1.05314
C -4.63780 3.71610 0.68143
C -7.74104 8.95451 4.15059
C -6.51278 9.89393 4.54821
C -6.98389 11.27156 5.16658
C -7.45466 12.29064 4.15668
H -10.29607 5.94681 7.79017
H -10.39707 7.66027 7.49616
H -9.40363 7.12123 8.93659
H -7.71281 6.30576 7.62738
H -7.99519 7.74157 6.88177
H -9.60625 6.26864 5.19124
H -8.85303 4.93937 6.19839
H -8.00698 5.11008 4.09584
H -6.57097 5.80941 5.07500
H -8.89992 6.03227 2.04608
H -8.57106 7.61436 1.36220
H -10.23416 8.72502 2.71651
H -10.53745 7.46299 3.81003
H -11.28695 7.41164 0.85759
H -12.48904 7.52658 2.24621
H -12.52984 5.39335 1.15905
H -11.90034 5.32262 2.98997
H -10.94705 5.04422 1.60077
H -5.31623 7.11431 3.17522
H -5.93431 7.67258 1.54702
H -6.83138 5.24807 1.46367
H -5.98682 4.85188 2.82815
H -3.83905 5.66550 1.53499
H -4.78861 5.89044 0.19574
H -3.67505 3.59174 0.18570
H -5.46939 3.37799 0.06318
H -4.57518 3.08483 1.56781
H -8.53028 8.83253 4.89242
H -8.23587 9.50251 3.34876
H -5.77308 10.12620 3.78205
H -5.99272 9.30711 5.30536
H -6.13313 11.64887 5.73396
H -7.80747 11.08629 5.85615
H -8.23406 11.84745 3.53682
H -6.63950 12.80301 3.64570
H -7.99097 13.11144 4.63288
C 1.31823 0.91287 -2.34312
C 1.44670 0.66578 -0.83205
N 0.25171 -0.06821 -0.16620
C 0.25917 0.05510 1.42536
C -1.08037 0.60362 -0.60622
C -2.35838 0.19886 0.26998
C 0.13381 -1.50869 -0.47667
C 1.09060 -2.49733 0.06285
O 2.40526 -2.20907 -0.26855
C 2.96034 -3.05807 -1.22025
H 0.38243 1.41716 -2.58412
H 1.30910 -0.04513 -2.86298
H 2.18334 1.50819 -2.63515
H 1.59075 1.52375 -0.17536
H 2.31502 0.08519 -0.52056
H -0.46506 -0.59038 1.92229
H 0.18034 1.10775 1.69706
H 1.26569 -0.25555 1.70557
H -1.29834 0.32510 -1.63725
H -0.77595 1.64738 -0.52881
H -2.60105 -0.85350 0.41747
H -3.29548 0.64145 -0.06775
H -2.08766 0.60132 1.24612
H -0.02086 -1.51564 -1.55561
H -0.83563 -1.76196 -0.04755
H 0.80441 -3.46563 -0.34775
H 0.98225 -2.57066 1.14496
H 2.87535 -4.13637 -1.08550
H 4.01186 -2.77125 -1.23209
H 2.50300 -2.81077 -2.17826
C -7.68843 -2.88420 4.41202
C -6.35318 -2.83831 5.14274
N -5.38943 -1.55711 4.92967
C -3.99038 -1.84105 5.44487
C -5.15341 -1.27819 3.36757
C -4.11872 -0.27342 2.93307
C -6.04837 -0.27818 5.58035
C -6.67793 -0.44197 6.94497
O -5.93627 -1.38901 7.80183
C -6.69349 -2.01922 8.86516
H -8.29098 -2.07309 4.82082
H -8.20652 -3.78084 4.75220
H -7.55962 -2.65705 3.35377
H -5.65306 -3.56438 4.72953
H -6.33645 -3.02881 6.21584
H -3.56957 -2.75440 5.02439
H -4.09476 -1.98012 6.52091
H -3.22033 -1.08074 5.31428
H -6.06516 -1.05297 2.81433
H -4.77369 -2.22542 2.98458
H -4.32665 0.66578 3.44569
H -4.21973 -0.16139 1.85356
H -3.19294 -0.48882 3.46659
H -6.72039 -0.06061 4.75020
H -5.26083 0.45734 5.74432
H -7.69872 -0.82071 6.89365
H -6.71762 0.43960 7.58479
H -6.05975 -2.75522 9.35991
H -7.47487 -2.59682 8.37127
H -7.08808 -1.35040 9.63007
C -2.15900 8.78352 3.47205
F -2.72983 7.96262 2.56639
F -2.15389 10.10575 3.19657
F -2.69285 8.64167 4.64688
S -0.38378 8.01135 3.56768
O 0.41616 8.82063 2.67739
O 0.06551 8.12757 4.93724
N -0.69391 6.29253 3.41771
S -0.11684 6.15403 1.93042
O -0.78789 6.82885 0.81320
O 1.31097 6.29025 1.98979
C -0.53457 4.32345 1.73193
F -0.02333 3.62818 2.82172
F -1.84137 4.10576 1.81204
F -0.00992 3.92949 0.52337
C -5.56581 -5.87719 2.86734
F -6.01062 -6.99450 2.20832
F -5.68460 -6.06117 4.18341
F -6.28959 -4.81463 2.46834
S -3.69195 -5.57977 2.43915
O -3.58819 -5.24657 0.99376
O -3.01005 -6.82225 2.89866
N -3.47658 -4.44082 3.43915
S -1.91673 -4.00279 2.89161
O -1.98847 -2.62164 2.47018
O -1.14220 -4.95257 2.06130
C -1.01689 -3.87930 4.66771
F 0.33936 -3.92821 4.47541
F -1.33037 -4.91887 5.47616
F -1.21612 -2.73699 5.36414
C -0.25697 -5.22408 -3.00420
F 0.05924 -5.11423 -4.27517
F 0.21727 -4.17849 -2.43737
F -1.60666 -5.34621 -2.75370
S 0.63837 -6.77797 -2.18902
O 2.01414 -6.29890 -2.01702
O -0.16602 -6.95954 -0.95031
N 0.41197 -7.95525 -3.41179
S 0.67627 -9.28733 -2.63432
O 2.06462 -9.32750 -2.12202
O -0.27711 -9.71435 -1.64660
C 0.59292 -10.77100 -4.01670
F 1.47847 -10.77535 -4.98417
F 0.68609 -12.00165 -3.43131
F -0.62420 -10.63782 -4.60469
C -3.03899 3.31793 -2.88745
F -4.17502 2.72566 -2.72405
F -3.23260 4.69154 -3.12867
F -2.33399 3.13551 -1.72918
S -2.08078 2.61679 -4.41235
O -2.76664 3.02439 -5.59432
O -0.73321 3.20019 -4.16716
N -2.04905 0.87478 -4.10116
S -2.24750 0.28356 -5.41322
O -3.67525 0.13289 -5.72357
O -1.45211 0.76441 -6.55577
C -1.61243 -1.50789 -5.02367
F -2.43141 -2.05241 -4.15503
F -1.56940 -2.26095 -6.17926
F -0.45086 -1.28419 -4.37214
*
```

Mulliken population analysis, charges in e, atoms 1 to 4: number 1, C, carries -1.34; number 2, C, carries -0.50; number 3, C, carries -0.58; number 4, C, carries -1.16

***

Record 2
Below is C17H18F3N2NiO3S3 as an isolated structure in a non-equilibrium geometry, with properties calculated with wB97M-V/def2-TZVPD.

Values from the calculation:
Orbital gap (spin up / spin down)   6.69 / 6.70 eV
Highest occupied orbital energy (spin up / spin down)   -3.921 / -3.935 eV
Total energy   -3996.44320 hartree

Geometry as ORCA input:
```
! RIJCOSX wB97M-V def2-TZVPD def2/J DEFGRID3
* xyz -1 3
Ni -0.36234 1.31102 -0.71520
C 2.71536 0.35662 -1.27910
N 1.68246 0.06952 -0.28410
C 1.23656 -1.32148 -0.38190
C -0.06544 -1.52778 0.38980
N -1.16354 -0.74078 -0.17850
C -1.63074 -1.36708 -1.42630
C -2.31344 -0.67488 0.70090
C -2.72154 -1.78678 1.42230
C -3.91504 -1.79108 2.12250
C -4.72904 -0.66868 2.08610
C -4.31424 0.46272 1.42240
C -3.09704 0.49302 0.72830
S -2.63044 1.96402 -0.05150
C 2.22016 0.34762 1.03450
C 3.33186 -0.33028 1.51170
C 3.85906 -0.07038 2.76430
C 3.27896 0.91212 3.55450
C 2.19376 1.61462 3.08480
C 1.63656 1.34752 1.82490
S 0.26736 2.27182 1.32230
H 3.57826 -0.31958 -1.18500
H 3.04526 1.38592 -1.15290
H 2.30666 0.24642 -2.27910
H 1.99006 -2.01988 0.01920
H 1.09146 -1.55938 -1.43750
H 0.08926 -1.20528 1.42350
H -0.29824 -2.60468 0.37380
H -1.95564 -2.40008 -1.23290
H -0.84874 -1.36848 -2.18180
H -2.46534 -0.79818 -1.82590
H -2.11734 -2.68218 1.43060
H -4.21504 -2.67298 2.67100
H -5.68574 -0.68198 2.58760
H -4.91534 1.35842 1.41390
H 3.80976 -1.07318 0.88730
H 4.72476 -0.61908 3.10790
H 3.69366 1.13352 4.52930
H 1.74456 2.39792 3.67550
F 1.72116 1.50972 -4.85330
C 0.52046 1.09882 -4.40740
F 0.70026 -0.16488 -3.96040
F -0.28054 1.00032 -5.47810
S -0.33064 2.18472 -3.09110
O -0.75554 3.30262 -3.87550
O -1.34064 1.23192 -2.68850
O 0.71396 2.44792 -2.12290
*
```

Mulliken population analysis, charges in e, atoms 1 to 4: number 1, Ni, carries 0.64; number 2, C, carries -1.22; number 3, N, carries 1.08; number 4, C, carries -1.28